Here is a gas-phase ion, C21H35N2O (charge +1) from OMol25. Energies are from ωB97M-V/def2-TZVPD.

The SMILES is CCCCCCCCCCCCOCn1c[n+](C)c2ccccc21. The HOMO energy comes out at -12.848 eV. The value obtained for the frontier orbital gap is 0.35280 hartree. As for the total charge: +1. As for the LUMO energy: -3.25 eV. Its largest force on an atom is 0.999 eV/Å.

Element x y z (Å)
O (0.0833, -0.4344, 4.2682)
N (-1.3510, 1.0371, 3.1482)
N (-1.6006, 3.2180, 3.1207)
C (1.0774, 0.1114, -4.1372)
C (-1.0151, 2.8516, -0.5160)
C (-1.2792, 3.5613, 0.6367)
C (0.0044, -2.0866, -3.4136)
C (2.1294, -2.8989, 2.2004)
C (1.7888, -2.5995, 0.7382)
C (-1.8304, 4.5677, 3.5581)
C (-1.5800, 2.1295, 3.8748)
C (-1.3625, 2.8319, 1.8165)
C (1.1225, -0.8979, 3.3980)
C (0.4233, -3.3678, -1.2797)
C (-1.1923, 1.4333, 1.8333)
C (1.0877, -2.4134, 3.2104)
C (-0.1987, -0.7291, -4.0887)
C (0.0876, 2.4601, -4.1987)
C (0.1704, -1.9942, -1.8976)
C (0.9128, 1.4083, -4.9314)
C (-0.8370, 1.4649, -0.5011)
C (-1.1677, -0.3083, 3.7102)
C (0.5456, -3.3430, 0.2447)
C (-0.9254, 0.7307, 0.6637)
H (-1.3647, -1.0277, 2.9071)
H (-2.7107, 4.9762, 3.0598)
H (-1.9050, -0.4347, 4.5101)
H (-0.3611, -2.8976, 0.6640)
H (-1.4144, 4.6301, 0.6223)
H (1.0043, -1.3316, -1.6618)
H (0.8846, -2.5694, -3.8424)
H (-0.9211, 2.1017, -4.0050)
H (-0.7885, -0.3386, 0.6568)
H (-0.8567, -2.7226, -3.6307)
H (-1.9874, 4.5857, 4.6340)
H (0.0939, -2.7312, 2.8900)
H (-1.7241, 2.1161, 4.9392)
H (1.3370, -3.7882, -1.7034)
H (-0.9695, 5.1907, 3.3113)
H (0.5627, 2.7151, -3.2522)
H (2.0480, -0.6046, 3.8965)
H (0.0145, 3.3643, -4.7980)
H (-0.7418, -1.5687, -1.4679)
H (0.5963, -4.3741, 0.6004)
H (1.8606, -0.4868, -4.6074)
H (-0.9440, 3.3764, -1.4552)
H (-0.4000, -4.0317, -1.5527)
H (-0.5332, -0.8997, -5.1140)
H (3.0928, -2.4462, 2.4432)
H (1.6712, -1.5235, 0.5940)
H (1.4139, 0.3544, -3.1261)
H (1.9023, 1.8231, -5.1343)
H (1.0648, -0.3747, 2.4367)
H (-0.9956, -0.1866, -3.5737)
H (1.2786, -2.8767, 4.1791)
H (0.4464, 1.1845, -5.8923)
H (2.6384, -2.9141, 0.1295)
H (-0.6228, 0.9566, -1.4281)
H (2.2368, -3.9786, 2.3132)

Here is a molecular structure, C21H36AlBrCl7CsF4LiN5O6S from OMol25. Energies are from ωB97M-V/def2-TZVPD.

The HOMO energy comes out at -4.929 eV. The value obtained for the frontier orbital gap is 0.03174 hartree. As for the LUMO energy: -4.07 eV. Its largest force on an atom is 12.589 eV/Å.

Element x y z (Å)
Cs (7.2098, 1.1092, -4.9650)
Br (7.8206, 1.7360, -2.2271)
Cl (6.6460, 3.7637, -2.1033)
Cl (-6.7950, -3.9725, 3.7665)
Cl (1.6488, 1.0586, 1.4524)
Cl (-7.9866, -2.2892, 1.7152)
Cl (-7.1467, -5.0002, 1.0703)
Cl (-3.7228, -0.5654, -3.7264)
Cl (-4.1140, -3.0189, -0.7711)
S (-1.5755, 4.6868, -0.7887)
Al (2.4676, -0.6177, -4.1865)
F (-0.6080, 3.2497, 1.2765)
F (0.4160, 5.1377, 0.9716)
F (-1.5500, 5.1138, 1.8733)
F (1.7894, 4.5227, -1.9310)
O (-1.7061, 6.1181, -1.0301)
O (2.1042, -0.7290, 4.8361)
O (-0.7183, 1.0898, 3.1389)
O (-5.9103, -8.0303, 2.7112)
O (-2.8613, 3.9978, -0.6756)
O (-0.6377, 4.0251, -1.6868)
N (4.3377, 0.7119, -1.5029)
N (0.1266, 0.4610, 0.8856)
N (6.4790, 0.0804, -2.6952)
N (6.6064, 1.4198, -0.5312)
N (0.1355, -3.1888, -3.1956)
C (-1.3820, -0.6959, -0.9625)
C (3.7951, 2.0897, -1.2005)
C (-5.6273, 0.9988, -0.6627)
C (1.2129, 0.4033, 4.6987)
C (-5.0061, -0.3552, -1.3217)
C (-0.9715, 0.5427, 1.8360)
C (5.8339, 0.7190, -1.6484)
C (1.2895, -0.2006, -1.3924)
C (-0.8000, 4.5452, 0.8957)
C (1.5484, 1.0843, -2.3289)
C (-4.1131, -1.2103, -0.2865)
C (0.0000, -0.1189, -0.4599)
C (-1.5142, -1.3390, -2.4537)
C (3.4166, -0.4711, 4.2897)
C (-2.6348, -0.6477, -0.0021)
C (-1.1405, -2.9225, -2.4588)
C (-6.8044, -3.5657, 2.0462)
C (-2.3846, -0.0055, 1.4225)
C (-0.2178, 0.0020, 4.0171)
C (2.2656, 2.3290, -1.6276)
C (3.9873, -1.8919, 3.7218)
Li (-4.0732, -5.2352, -2.3715)
H (1.1067, -1.0991, -2.1116)
H (1.6537, 2.7714, -0.7512)
H (-5.6119, -7.1938, 2.3719)
H (2.1752, -0.5076, -0.7354)
H (5.0274, -2.1290, 4.1737)
H (-2.6276, -1.1611, -2.8770)
H (0.9336, 0.7596, 5.7676)
H (-5.5974, 0.9882, 0.4902)
H (-5.9219, -1.0191, -1.5812)
H (3.9945, -1.9344, 2.5711)
H (4.4960, 2.8368, -1.7347)
H (-4.6678, -1.1846, 0.7298)
H (2.1235, 0.8453, -3.3070)
H (3.4376, 0.2466, 3.4004)
H (0.8950, -3.1932, -2.4832)
H (-4.9638, 1.8627, -1.0582)
H (-6.7197, 1.0908, -0.9822)
H (-5.8167, -3.1958, 1.7760)
H (-4.4846, -0.1089, -2.3316)
H (-2.0426, -3.4647, -2.9291)
H (3.9596, 2.2815, -0.0704)
H (1.6954, 1.3009, 4.1826)
H (5.6740, -0.3207, -3.2406)
H (0.5057, 1.4644, -2.6709)
H (4.2020, 0.1790, -0.6140)
H (0.0326, -0.8664, 3.2997)
H (6.0235, 1.3365, 0.3449)
H (4.1912, -0.1054, 5.0467)
H (-0.9671, -0.2819, 4.8325)
H (7.4171, 0.7970, -0.3298)
H (0.3211, -2.4509, -3.8941)
H (-3.2622, 0.0530, 2.1688)
H (-0.8300, -0.7417, -3.1746)
H (3.3013, -2.7482, 4.0741)
H (-1.0713, -3.2298, -1.3503)
H (2.2824, 3.1976, -2.4348)

Here is a molecular structure, C21H36AlCl5N3P from OMol25. Energies are from ωB97M-V/def2-TZVPD.

The HOMO energy comes out at -14.506 eV. The value obtained for the frontier orbital gap is 0.34598 hartree. As for the total charge: +2. As for the LUMO energy: -5.09 eV. Its largest force on an atom is 0.827 eV/Å.

Element x y z (Å)
Cl (3.3441, -1.2497, -4.0522)
Cl (2.4094, -4.2262, -4.4852)
Cl (0.7219, -5.6310, -2.2780)
Cl (2.4946, 0.2443, -1.3939)
Cl (-0.0235, -4.1541, 0.3324)
P (-0.9414, 0.7502, -0.7421)
Al (0.9797, -0.4715, 0.5700)
N (2.8176, -0.8254, 1.4746)
N (0.9488, 1.0802, 2.0226)
N (0.1924, -1.4652, 2.1783)
C (3.3551, 0.4294, 2.0488)
C (1.2093, -4.0104, -2.0761)
C (2.3962, -2.0679, -2.8971)
C (2.0143, -1.4482, -1.7211)
C (1.2427, -1.9917, -0.7115)
C (-0.8106, -0.5791, 2.8045)
C (-0.2147, 0.8345, 2.9564)
C (-0.2424, 2.0191, -1.8885)
C (1.9713, -3.3839, -3.0739)
C (-2.3921, -0.3653, -3.0081)
C (2.6160, -1.9709, 2.4045)
C (-2.3594, 1.4950, 0.1805)
C (1.2830, -1.8522, 3.1286)
C (0.8654, -3.3074, -0.9173)
C (-2.0034, 2.8728, 0.7663)
C (-1.5534, -0.6591, -1.7609)
C (-1.2601, 2.8050, -2.7281)
C (-2.2382, -1.6768, -0.8399)
C (-3.6825, 1.5984, -0.5859)
C (2.2539, 1.2081, 2.7555)
C (0.7048, 3.0211, -1.2047)
H (2.6190, -2.8721, 1.7896)
H (-4.4038, 2.1135, 0.0525)
H (1.3706, 2.5773, -0.4611)
H (-2.6831, 3.1105, 1.5871)
H (-2.5283, 0.8065, 1.0088)
H (1.3230, -1.1004, 3.9155)
H (3.4395, -2.0464, 3.1155)
H (0.3401, 1.3966, -2.5731)
H (1.0331, -2.7969, 3.6098)
H (-2.6412, -1.3196, -3.4781)
H (-0.9844, 2.9591, 1.1448)
H (-0.9861, 1.5697, 2.7618)
H (2.5313, 2.2569, 2.8330)
H (3.4700, -1.1374, 0.7618)
H (0.1415, 3.8153, -0.7141)
H (-4.1027, 0.6272, -0.8317)
H (-1.7851, 3.5480, -2.1304)
H (-3.1924, -1.3044, -0.4654)
H (-0.6176, -1.1008, -2.1131)
H (-0.2535, -2.3130, 1.8332)
H (-2.1239, 3.6534, 0.0183)
H (-3.3290, 0.1435, -2.7889)
H (0.1269, 1.0095, 3.9732)
H (4.1802, 0.2357, 2.7337)
H (-1.9961, 2.1795, -3.2236)
H (-1.6799, -0.5712, 2.1541)
H (-3.5877, 2.1781, -1.5018)
H (-1.8416, 0.2168, -3.7466)
H (2.1109, 0.8488, 3.7702)
H (1.3411, 3.4976, -1.9522)
H (-0.7170, 3.3473, -3.5051)
H (-1.1336, -0.9604, 3.7716)
H (3.7529, 1.0081, 1.2155)
H (-1.6242, -1.9557, 0.0203)
H (-2.4424, -2.5992, -1.3861)
H (0.7747, 1.9563, 1.5424)

Here is 6 unconnected molecules or ions with the total composition C21H36BBr10ClI2N3O from OMol25. Energies are from ωB97M-V/def2-TZVPD.

The HOMO energy comes out at -11.373 eV. The value obtained for the frontier orbital gap is 0.27918 hartree. As for the total charge: +1. As for the LUMO energy: -3.78 eV. Its largest force on an atom is 1.963 eV/Å.

Element x y z (Å)
I (-0.7255, -2.7931, 2.8030)
I (0.8780, 1.8061, 2.9924)
Br (-2.7890, 4.1444, 2.9755)
Br (3.7569, 3.3646, -3.6748)
Br (7.9622, 4.0726, -3.6732)
Br (2.7587, -2.9758, 0.4196)
Br (4.1099, 2.6671, -7.2579)
Br (7.0474, 0.8210, -5.1426)
Br (3.4073, 0.4835, -0.5643)
Br (-4.4248, -4.2254, 3.7767)
Br (-2.0579, -6.9786, 3.2208)
Br (-2.4839, 2.9585, -0.4885)
Cl (0.2471, 0.8104, -2.6254)
O (-4.4973, -1.6427, -2.4812)
N (-0.3265, -0.0105, -0.1968)
N (-3.2131, -1.2633, 1.5800)
N (-5.6174, -0.7939, -0.5044)
C (4.3770, -2.1875, -0.3306)
C (-2.7226, -6.2331, 4.8896)
C (0.9854, -0.2663, 2.3424)
C (-0.4795, -0.7349, 2.1788)
C (-3.6226, -0.3966, 2.4406)
C (-3.5511, -0.6069, 3.9099)
C (-3.7927, 4.1635, 0.2938)
C (-3.1727, 5.0872, 1.3118)
C (-1.0729, -0.5189, 0.8069)
C (-2.9136, -0.6935, -0.7707)
C (7.7056, 2.4356, -6.0109)
C (4.6233, -0.8128, 0.2272)
C (-4.1785, -5.8632, 4.7995)
C (-2.4127, -0.8328, 0.5294)
C (2.6444, 2.2725, -4.8371)
C (-4.2161, 0.9201, 2.0417)
C (8.7517, 3.1227, -5.1764)
C (1.7990, -0.9839, 3.4151)
C (3.4731, 1.5107, -5.8345)
C (-2.0767, -0.2098, -1.7655)
C (-0.7933, 0.1451, -1.4419)
B (-4.4028, -1.0652, -1.2371)
H (-4.5779, -5.6551, 5.7894)
H (0.6406, 0.2721, -0.0480)
H (5.6232, -0.4641, -0.0216)
H (-3.8480, 1.7412, 2.6520)
H (4.2523, -2.1867, -1.4082)
H (1.5682, -0.3523, 1.4332)
H (1.9279, 2.9421, -5.3020)
H (-2.8325, 0.1177, 4.2930)
H (2.1432, -1.9527, 3.0729)
H (4.4812, -0.7635, 1.3020)
H (-2.4536, -0.1018, -2.7668)
H (-2.2390, 5.5308, 0.9837)
H (2.6932, -0.3836, 3.5701)
H (-4.0840, -2.5116, -2.5097)
H (2.1250, 1.5807, -4.1739)
H (6.8399, 3.0601, -6.2022)
H (9.2632, 3.8821, -5.7631)
H (-4.2073, 4.7261, -0.5393)
H (-5.5415, -0.9996, 0.4817)
H (8.1278, 2.1019, -6.9561)
H (-6.0333, 0.1147, -0.6555)
H (-4.5659, 3.5365, 0.7262)
H (-4.7830, -6.6246, 4.3187)
H (9.4796, 2.4326, -4.7632)
H (-1.0690, -0.1235, 2.8480)
H (-2.5734, -7.0093, 5.6365)
H (4.3498, 1.0579, -5.3878)
H (-4.4981, -0.3822, 4.3965)
H (-2.0920, -5.3812, 5.1220)
H (2.8767, 0.7436, -6.3248)
H (1.2862, -1.0179, 4.3688)
H (-3.2426, -1.6074, 4.1821)
H (-5.2918, 0.8387, 2.1963)
H (-3.8757, 5.8751, 1.5719)
H (5.1853, -2.8620, -0.0587)
H (-4.0382, 1.1282, 0.9946)

Which of these has the highest frontier orbital gap? C21H35N2O